This record from OMol25 describes a structure of composition C36H45N5O5Ti in a non-equilibrium geometry. The level of theory is wB97M-V/def2-TZVPD.

Properties
Frontier orbital gap (alpha / beta) = 4.36 / 5.58 eV
Multiplicity = 3
Total charge = -2
Calculated total energy = -78868.489 eV

```
92
Properties=species:S:1:pos:R:3:forces:R:3
Ti 0.643165 0.470409 -0.206078 0.1 0.5 -2.4
C -6.987212 -0.708953 -0.512656 0.2 0.2 0.1
C -5.490822 -0.619494 -0.360219 -0.2 0.0 -0.3
C -4.879266 -1.042042 0.802905 0.3 0.0 0.1
C -3.479617 -0.941563 1.019556 -0.1 0.1 -0.2
C -2.974007 -1.325176 2.250154 0.1 -0.1 0.4
N -1.697824 -1.190111 2.695088 0.1 0.2 -0.3
C -1.300791 -1.781673 3.936028 0.0 -0.2 0.0
C -0.967821 -3.284702 3.840607 0.2 0.2 0.2
C 0.137896 -3.706281 4.818705 -0.2 -0.4 -0.1
N 1.384196 -2.933840 4.714614 0.2 0.5 -0.2
C 1.651790 -2.357316 3.448487 -0.1 0.2 0.6
C 1.773961 -3.074024 2.272985 0.2 -0.2 -0.4
C 2.127157 -4.438448 2.212667 -0.1 0.3 0.0
C 2.344586 -5.076090 1.001441 0.0 -0.3 -0.1
C 2.797015 -6.513968 0.939374 0.0 0.2 0.0
C 2.154779 -4.375016 -0.174429 -0.2 0.4 0.0
C 1.683062 -3.042041 -0.197068 0.4 -0.2 1.1
C 1.340504 -2.495192 -1.462655 -0.4 0.4 -1.1
N 0.824739 -1.359907 -1.782614 0.5 -0.6 0.7
C 0.482792 -1.244560 -3.184269 -0.1 -0.1 -0.8
C 0.635706 0.174426 -3.733286 -0.1 -0.1 0.1
C -0.676493 0.955508 -3.638004 0.1 0.2 -0.5
N -1.292238 0.661605 -2.383000 -0.6 -0.3 0.1
C -2.552795 0.463950 -2.363093 0.5 0.2 -0.7
C -3.303759 0.010316 -1.241314 0.0 -0.2 0.9
C -4.703931 -0.080310 -1.365245 -0.1 -0.1 0.1
C -2.625428 -0.432142 -0.059204 -0.6 0.1 -0.6
O -1.364843 -0.448526 0.045186 0.2 -0.3 0.3
C 1.479487 -2.344503 1.029376 -0.1 -0.5 -0.1
O 0.969035 -1.193538 1.101485 -0.1 -0.1 0.4
H -7.392543 -1.497464 0.121507 -0.1 0.0 0.0
H -7.262728 -0.915378 -1.547008 -0.1 0.0 -0.1
H -7.454413 0.234362 -0.218766 -0.2 0.0 0.0
H -5.480358 -1.450681 1.609042 -0.1 0.0 0.0
H -3.669556 -1.692533 3.002814 0.0 0.0 0.0
H -0.993407 -0.943188 1.994620 0.0 0.0 0.2
H -2.104022 -1.628558 4.672489 0.1 0.0 0.0
H -0.416777 -1.250382 4.287767 -0.1 0.1 0.1
H -0.628198 -3.495675 2.827119 -0.1 0.0 0.0
H -1.862905 -3.883104 4.024209 0.0 -0.1 0.0
H 0.373589 -4.761584 4.637406 -0.1 0.0 0.1
H -0.219649 -3.621892 5.851558 0.1 0.0 0.0
H 1.404933 -2.205143 5.418457 0.0 -0.2 -0.2
H 1.634635 -1.278291 3.379399 0.0 0.1 0.0
H 2.304313 -4.964286 3.143073 0.0 -0.1 0.1
H 2.671005 -7.004308 1.904130 0.0 -0.1 0.0
H 3.850974 -6.576380 0.654470 0.0 -0.1 0.0
H 2.219318 -7.064476 0.194018 0.0 -0.1 0.0
H 2.345222 -4.867678 -1.122576 -0.1 -0.1 -0.1
H 1.523575 -3.222907 -2.283939 -0.1 0.3 0.2
H -0.562840 -1.570636 -3.295644 0.1 0.1 -0.1
H 1.103129 -1.939912 -3.787314 -0.2 0.2 0.3
H 0.974449 0.142950 -4.772811 0.0 0.0 0.0
H 1.374199 0.688402 -3.118036 0.1 0.0 -0.2
H -1.341713 0.692529 -4.491368 0.1 0.1 0.2
H -0.457476 2.027350 -3.704482 0.0 0.0 0.0
H -3.152329 0.609094 -3.292780 0.2 0.0 0.2
H -5.163116 0.276892 -2.281738 0.0 0.0 -0.1
C 0.899474 3.512807 1.781439 -0.2 -0.5 -0.1
C 0.121920 2.254337 2.209493 0.0 1.0 0.9
C 0.816228 1.634088 3.436828 -0.2 0.0 -0.4
O 0.041225 1.324291 1.210917 0.0 0.2 1.3
H 0.787975 4.300370 2.529289 0.0 0.0 0.1
H 0.529567 3.870326 0.824322 0.0 0.1 -0.1
H 1.947048 3.233890 1.668867 0.1 0.1 -0.1
H -0.914648 2.560647 2.501015 0.4 -0.2 -0.2
H 1.738872 1.182765 3.070397 0.1 0.0 0.1
H 0.177031 0.874005 3.882710 0.0 -0.1 0.1
H 1.047587 2.392875 4.184466 0.0 0.1 0.1
O 3.368267 1.262959 1.448914 -0.2 0.4 0.5
C 3.496684 0.425972 0.567024 2.0 -0.3 0.2
O 2.676486 0.034675 -0.288473 -0.6 -0.4 -0.3
H 4.524615 -0.073196 0.471979 -0.7 0.3 0.0
C 3.652182 2.464663 -2.205418 -0.2 -0.1 0.0
C 2.478069 3.372485 -2.438283 -0.2 -0.4 0.4
C 2.623480 4.517630 -3.183649 0.0 0.3 -0.3
C 1.576688 5.414369 -3.365558 0.0 0.1 -0.1
C 0.360094 5.137379 -2.755077 0.1 0.3 -0.3
C 0.156042 3.998465 -2.011890 0.0 -0.6 0.4
C -1.194362 3.742135 -1.396418 0.1 -0.1 0.1
C 1.210883 3.029054 -1.832730 0.5 2.0 -1.2
N 1.024636 1.906422 -1.203823 -0.8 -2.2 1.3
H 4.488039 2.718050 -2.863008 0.0 0.0 0.0
H 3.369778 1.421196 -2.354313 0.1 0.0 0.1
H 3.984334 2.547773 -1.168635 0.0 -0.1 0.1
H 3.582258 4.721484 -3.656139 0.0 0.0 0.1
H 1.702995 6.301848 -3.975324 0.0 0.0 0.0
H -0.466933 5.831212 -2.888883 0.0 0.0 0.1
H -1.918362 3.424096 -2.152365 0.0 -0.1 0.0
H -1.584814 4.652006 -0.932274 0.0 0.0 0.1
H -1.118554 2.943175 -0.653104 -0.1 0.1 -0.1
```
Positions in Å, forces in eV/Å.